Entry from the OMol25 dataset: a structure of composition C25H35N2O11P4Pb (ωB97M-V with the def2-TZVPD basis set).

Summary:
Strongest force on any atom   0.34 eV/A
ΔE to the lowest compared entry with this formula, charge and spin   1.338 eV
E_tot   -3469.390988 hartree
Total charge   +1

Geometry (Å):
Pb  -0.6729  0.4567  1.4469
N  2.7415  0.0289  1.0781
P  3.2188  1.4480  0.3510
C  4.5413  1.2505  -0.8067
C  5.8652  1.2760  -0.3623
C  6.8888  1.0181  -1.2578
C  6.5933  0.7286  -2.5843
C  5.2765  0.6944  -3.0245
C  4.2436  0.9527  -2.1386
C  3.6053  2.5890  1.6331
C  3.0897  2.4259  2.9209
C  3.3295  3.3985  3.8748
C  4.0590  4.5324  3.5409
C  4.5590  4.7030  2.2564
C  4.3378  3.7323  1.2966
C  2.1964  -0.9938  0.2167
C  3.0074  -1.9352  -0.3787
C  2.4079  -2.8949  -1.1889
C  1.0442  -2.8468  -1.3875
C  0.3071  -1.8532  -0.7568
N  0.8759  -0.9536  0.0495
H  3.4298  -0.3300  1.7317
H  6.0958  1.5099  0.6701
H  7.9164  1.0481  -0.9233
H  7.3967  0.5307  -3.2810
H  5.0540  0.4687  -4.0583
H  3.2165  0.9270  -2.4795
H  2.4978  1.5554  3.1699
H  2.9390  3.2786  4.8755
H  4.2347  5.2941  4.2883
H  5.1182  5.5929  2.0034
H  4.7195  3.8657  0.2922
H  4.0775  -1.9147  -0.2195
H  3.0103  -3.6604  -1.6590
H  0.5295  -3.5695  -2.0035
H  -0.7688  -1.8222  -0.8713
O  2.4309  4.1018  -1.4719
P  1.2478  3.2961  -0.8114
O  1.9589  1.8379  -0.4959
O  0.7170  3.8521  0.4249
O  0.3022  2.9403  -1.9820
P  -1.2598  2.2961  -1.6958
O  -2.0217  3.5881  -1.1936
O  -1.7599  1.7794  -2.9554
O  -0.9553  1.4005  -0.5098
H  2.3756  4.1888  -2.4328
H  -1.6883  3.9312  -0.3531
C  -5.0408  0.4994  -2.2712
C  -4.4398  -0.8554  -1.9421
C  -5.5068  -1.9369  -1.8740
C  -3.3383  -1.2084  -2.9303
O  -3.8865  -0.6727  -0.5917
P  -3.1735  -1.7634  0.2870
O  -2.5017  -2.8504  -0.4529
O  -2.2063  -0.9425  1.1990
O  -4.3612  -2.2253  1.2237
C  -4.2769  -3.0742  2.4042
C  -3.1525  -4.0938  2.2883
C  -4.0804  -2.1696  3.6128
C  -5.6273  -3.7690  2.4636
H  -5.5593  0.4471  -3.2288
H  -4.2578  1.2536  -2.3463
H  -5.7559  0.7912  -1.5024
H  -5.9658  -2.0660  -2.8546
H  -6.2820  -1.6615  -1.1587
H  -5.0673  -2.8891  -1.5734
H  -3.7490  -1.1583  -3.9403
H  -2.9590  -2.2114  -2.7513
H  -2.5311  -0.4763  -2.8702
H  -2.1801  -3.6041  2.2263
H  -3.2784  -4.7121  1.4013
H  -3.1621  -4.7317  3.1729
H  -3.0908  -1.7128  3.5957
H  -4.1821  -2.7477  4.5318
H  -4.8317  -1.3801  3.6129
H  -5.7826  -4.3625  1.5630
H  -6.4274  -3.0326  2.5373
H  -5.6758  -4.4275  3.3310

Force components x, y, z for each atom (eV/Å):
0.137 0.173 -0.011
0.067 0.023 -0.195
-0.008 0.062 0.185
-0.011 -0.057 0.001
-0.008 -0.015 -0.009
0.010 -0.003 -0.009
-0.007 0.004 0.013
0.002 0.001 0.005
0.029 0.028 -0.004
0.045 0.038 -0.093
-0.015 0.016 -0.013
-0.002 -0.012 -0.007
-0.002 -0.003 -0.007
0.002 -0.010 0.003
-0.002 0.002 0.034
-0.025 -0.016 0.114
0.033 -0.006 -0.050
0.066 0.005 0.009
-0.064 0.034 0.008
0.038 -0.059 -0.068
-0.013 -0.071 0.072
-0.023 0.017 0.048
0.002 -0.007 0.000
0.008 -0.002 -0.002
0.006 -0.001 -0.005
0.000 0.001 -0.004
-0.011 -0.005 -0.004
-0.004 -0.005 0.005
-0.001 0.002 0.007
0.002 0.006 0.009
0.002 0.003 0.001
-0.006 0.003 -0.001
0.000 -0.008 0.003
0.010 -0.003 0.000
-0.009 0.003 -0.012
-0.043 -0.027 0.011
0.027 0.001 0.023
-0.073 -0.021 -0.010
0.023 -0.055 -0.063
0.000 0.028 0.026
0.036 0.053 0.009
0.086 -0.013 0.139
-0.028 -0.021 -0.049
0.043 0.049 -0.008
-0.212 -0.019 -0.143
-0.020 0.003 -0.016
0.013 0.008 0.029
0.000 -0.015 0.017
-0.167 -0.089 0.009
0.025 0.012 -0.009
0.002 0.071 0.027
0.280 0.167 -0.103
-0.189 0.047 0.046
0.014 -0.023 -0.041
-0.065 -0.142 0.089
0.060 -0.015 -0.021
-0.014 -0.061 0.046
-0.032 0.025 -0.010
0.004 0.002 -0.029
0.004 0.013 -0.012
0.000 0.005 -0.013
-0.016 0.002 0.001
-0.010 0.006 0.003
0.002 0.007 -0.013
-0.002 -0.015 0.011
-0.015 -0.010 -0.008
-0.007 -0.025 0.002
0.033 -0.024 0.015
-0.029 -0.051 0.000
0.019 -0.005 0.006
0.007 -0.002 -0.007
-0.004 -0.002 0.005
0.000 0.015 -0.008
0.012 -0.011 0.007
-0.010 0.000 0.011
-0.003 -0.009 0.000
-0.006 0.000 -0.006
-0.001 -0.001 0.010

These are the Mulliken partial charges, in e, on atoms 1 to 6:
1. Pb 1.246
2. N 0.185
3. P 1.088
4. C 0.510
5. C -0.571
6. C -0.813

***

Entry from the OMol25 dataset: a structure of composition C25H35N7O5Ti (ωB97M-V with the def2-TZVPD basis set).

Summary:
Strongest force on any atom   0.61 eV/A
ΔE to the lowest compared entry with this formula, charge and spin   0.000 eV
E_tot   -2582.840223 hartree

Geometry (Å):
Ti  0.3823  -0.3128  0.3061
O  -0.1072  -0.8025  1.9987
C  -0.2930  0.1554  2.9475
C  -1.4196  0.0924  3.7587
C  -1.6577  1.0879  4.6926
C  -0.7771  2.1543  4.8125
C  0.3493  2.2042  4.0052
C  0.6181  1.2073  3.0737
C  1.9178  1.2446  2.3059
N  1.8578  0.7499  0.9299
C  3.1821  0.5261  0.3800
C  3.3636  -0.9847  0.3384
N  2.1438  -1.4951  -0.2820
C  2.2538  -2.3872  -1.1933
C  1.1580  -2.9945  -1.8972
C  1.4312  -3.9535  -2.8847
C  0.4170  -4.6282  -3.5205
C  -0.9041  -4.3646  -3.1419
C  -1.1994  -3.4330  -2.1738
C  -0.1752  -2.6996  -1.5425
O  -0.4716  -1.7961  -0.6505
H  -2.1007  -0.7390  3.6322
H  -2.5404  1.0351  5.3173
H  -0.9679  2.9454  5.5257
H  1.0412  3.0356  4.0835
H  2.6522  0.6399  2.8665
H  3.2824  0.9486  -0.6277
H  3.9518  0.9939  0.9988
H  4.2595  -1.3120  -0.1991
H  3.4108  -1.3545  1.3656
H  3.2531  -2.7478  -1.4535
H  2.4663  -4.1606  -3.1338
H  0.6339  -5.3625  -4.2835
H  -1.7116  -4.9100  -3.6159
H  -2.2178  -3.2427  -1.8642
N  0.6344  0.6666  -1.7323
C  0.3463  2.0985  -1.5302
C  0.0815  2.8266  -2.8493
C  -0.0611  4.3500  -2.8003
C  1.0552  5.0717  -2.0490
N  0.7979  5.0497  -0.6160
C  1.7672  4.8803  0.3374
N  3.0606  5.1874  -0.0794
N  1.5855  4.4586  1.5344
C  -0.7863  2.1756  -0.5007
O  -1.4340  3.1889  -0.3233
O  -0.9549  1.0794  0.1865
H  1.5270  0.5475  -2.1991
H  -0.0934  0.2752  -2.3351
H  1.2168  2.5289  -1.0236
H  -0.8069  2.3878  -3.3074
H  0.9250  2.5882  -3.5084
H  -1.0201  4.6222  -2.3573
H  -0.0788  4.7134  -3.8300
H  1.1281  6.1034  -2.4097
H  2.0153  4.5886  -2.2608
H  -0.1070  4.6710  -0.3599
H  3.1349  5.9796  -0.6994
H  3.6834  5.2510  0.7113
H  0.6187  4.1738  1.6756
H  2.2789  2.2776  2.3054
C  -4.7122  -1.9240  -2.2844
N  -3.7237  -0.8844  -2.1043
C  -3.7856  -0.1231  -0.8700
C  -2.7996  -0.6390  -3.0409
O  -1.9370  0.2244  -2.9949
H  -4.6480  -2.6569  -1.4764
H  -4.5504  -2.4321  -3.2337
H  -5.7203  -1.5032  -2.2823
H  -4.7115  0.4545  -0.8274
H  -2.9339  0.5464  -0.8090
H  -3.7519  -0.8051  -0.0184
H  -2.8852  -1.3147  -3.9074

Force components x, y, z for each atom (eV/Å):
0.135 -0.541 -0.251
-0.099 0.146 0.150
-0.001 -0.035 0.063
0.002 0.035 -0.010
0.012 0.004 -0.012
-0.024 -0.013 0.006
0.024 -0.010 -0.030
0.024 0.010 0.028
-0.026 -0.044 0.040
-0.025 0.049 0.048
-0.094 0.019 0.093
0.029 0.039 -0.045
0.265 0.002 -0.149
-0.018 -0.011 0.072
0.013 -0.015 -0.018
-0.025 -0.016 -0.011
0.053 0.001 -0.003
-0.046 -0.003 0.003
0.016 0.001 0.009
-0.088 -0.028 0.003
0.048 0.233 0.101
0.001 -0.001 -0.006
0.004 0.008 0.003
-0.002 -0.004 0.001
-0.009 0.003 0.007
-0.015 0.003 -0.003
-0.021 -0.024 -0.010
0.013 0.021 -0.029
-0.004 0.006 -0.010
-0.004 -0.022 -0.001
-0.014 -0.023 -0.008
0.000 -0.002 -0.003
0.000 0.002 0.003
0.000 0.004 0.005
-0.020 0.012 -0.005
0.096 0.070 0.003
0.002 0.034 0.015
0.006 0.006 -0.008
-0.039 0.009 0.019
0.025 -0.035 -0.030
-0.029 -0.015 -0.005
0.012 0.008 0.061
0.005 0.004 -0.021
0.004 -0.013 -0.019
0.011 -0.043 0.047
-0.034 0.012 -0.057
-0.118 0.160 -0.022
-0.020 0.012 -0.014
-0.013 -0.005 0.005
-0.003 -0.012 0.025
-0.002 0.012 -0.009
-0.001 -0.011 0.008
0.006 0.005 -0.009
0.010 -0.006 -0.006
-0.012 0.000 0.005
-0.001 0.014 -0.005
0.008 0.023 -0.005
0.001 0.001 0.005
-0.004 -0.004 0.000
-0.001 0.008 0.003
0.013 -0.008 -0.007
-0.010 0.023 0.006
-0.090 -0.022 0.029
0.054 0.039 0.019
-0.018 -0.113 -0.127
0.088 0.084 0.066
0.009 -0.003 -0.001
0.009 -0.003 -0.005
0.004 0.002 0.001
-0.007 -0.009 -0.001
-0.068 -0.042 -0.016
0.012 0.006 0.006
-0.004 0.004 0.011

These are the Mulliken partial charges, in e, on atoms 1 to 6:
1. Ti -0.621
2. O -0.992
3. C 0.752
4. C -0.513
5. C -0.538
6. C -0.825

***

Entry from the OMol25 dataset: a structure of composition C25H36Al2Br4Cl3CsF7IN4O8 (ωB97M-V with the def2-TZVPD basis set).

Summary:
Strongest force on any atom   8.30 eV/A
E_tot   -14972.362038 hartree
Total charge   +2

Geometry (Å):
C  7.2144  -1.5282  -2.4683
C  5.5862  -1.5470  -2.4280
C  4.9383  -2.5729  -1.3322
N  4.8334  -0.7846  -3.2207
C  3.8238  -0.0487  -2.3747
C  4.1931  1.2307  -1.8125
C  5.6393  1.8159  -2.1608
C  6.0969  3.0743  -1.2729
C  6.9137  2.5941  0.0501
F  6.6169  1.2271  0.3954
F  6.5951  3.4738  1.1145
F  8.3316  2.6251  -0.2063
C  3.0946  1.9246  -0.8940
O  3.3480  2.6603  0.1072
C  1.5152  1.6763  -1.1771
I  0.1602  3.2809  -0.6746
C  1.1509  0.4135  -1.7317
C  -0.4100  0.0471  -2.0110
C  -1.0808  -0.7665  -0.7674
O  -1.8317  -0.2194  0.0783
Cl  -0.8140  -2.6015  -0.4995
C  2.3443  -0.6280  -2.0694
O  2.0277  -1.8624  -2.1132
H  7.5191  -0.7905  -1.6222
H  7.6526  -1.1094  -3.4823
H  7.6166  -2.5502  -2.1499
H  4.4654  -1.9059  -0.5108
H  5.7389  -3.2761  -0.9047
H  4.1155  -3.2166  -1.8539
H  5.5804  2.1957  -3.2573
H  6.4891  1.0533  -2.1397
H  6.8759  3.6620  -1.9014
H  5.2688  3.8265  -1.0296
H  -0.4357  -0.6656  -2.9183
H  -1.0218  1.0035  -2.2358
Cl  -7.6256  -0.4876  0.8873
C  -5.9726  -1.0351  0.5162
C  -5.1992  -0.0117  -0.2919
Cl  -5.8337  0.1570  -1.9480
H  -6.0423  -1.9912  -0.0068
H  -5.4740  -1.2064  1.4731
H  -4.1563  -0.3224  -0.3834
H  -5.2195  0.9727  0.1812
Cs  -0.0365  -3.9438  1.3285
C  -12.6150  1.3217  2.7020
C  -11.3086  0.6268  3.0712
C  -10.8559  -0.3882  2.0189
C  -11.8970  -1.4620  1.8640
N  -12.7184  -2.3088  1.7417
H  -13.4429  0.6117  2.6299
H  -12.8834  2.0560  3.4655
H  -12.5245  1.8438  1.7445
H  -11.4332  0.1281  4.0380
H  -10.5272  1.3826  3.1973
H  -9.9119  -0.8474  2.3222
H  -10.7001  0.1024  1.0539
F  3.2194  6.5103  -2.2427
Al  1.8956  7.4652  -1.5305
F  2.2456  7.7746  0.1829
F  0.3773  6.5488  -1.6654
F  1.7395  9.0051  -2.3958
C  2.2976  3.1696  3.4418
N  1.4569  2.3720  4.3730
O  0.2449  2.4572  4.2481
O  2.0441  1.6868  5.1972
H  1.6463  3.7258  2.7687
H  2.9014  3.8491  4.0426
H  2.9224  2.4721  2.8849
C  7.8538  -4.2453  -5.9519
N  8.3180  -4.1170  -4.5439
O  8.1572  -5.0609  -3.8129
O  8.8448  -3.0364  -4.2187
H  7.4197  -5.2344  -6.0890
H  7.1080  -3.4679  -6.1241
H  8.7224  -4.1115  -6.5981
C  -5.9019  1.8938  3.8154
C  -4.5535  2.2608  3.2277
O  -4.6992  2.6441  1.8642
H  -6.3552  1.0731  3.2521
H  -5.8028  1.5919  4.8609
H  -6.5929  2.7398  3.7575
H  -3.8734  1.4065  3.2677
H  -4.0990  3.0896  3.7789
H  -5.2946  3.4060  1.8370
Al  3.9374  -4.6982  -1.6056
Br  9.3159  -1.1725  -3.8676
C  0.1810  -9.9102  2.8288
Br  1.6813  -9.2928  1.7610
Br  -0.3620  -8.5873  4.1398
Br  -1.3053  -10.4803  1.7218
H  0.5219  -10.7855  3.3812

Force components x, y, z for each atom (eV/Å):
-2.685 -0.904 1.484
-0.603 0.368 -1.846
0.808 1.866 0.285
1.853 -0.345 4.464
-1.611 1.767 1.406
-0.262 -3.098 -1.330
-0.418 1.338 -0.091
1.228 -0.082 -0.184
-0.170 1.160 -0.286
0.635 2.839 -0.319
1.259 -2.842 -2.338
-3.413 -0.221 0.971
-0.541 2.339 2.771
-0.266 -3.285 -4.369
0.492 -2.274 -1.203
1.400 -1.116 -0.457
0.964 1.637 0.777
1.299 -1.497 -0.255
-3.595 4.929 2.582
4.111 -3.200 -4.263
-2.254 5.145 -6.108
-1.824 -0.718 -0.150
1.837 3.302 0.001
-0.421 -0.974 -1.528
-3.144 -0.811 2.016
-0.387 1.427 -0.593
0.479 -1.464 -1.139
-1.005 0.873 -0.405
1.443 5.128 -0.060
-0.088 -0.686 1.787
-1.549 0.835 0.064
-1.279 -1.002 1.147
1.162 -1.351 -0.094
-0.043 1.138 1.408
0.985 -1.682 0.788
0.097 -0.041 -0.075
0.200 -0.040 -0.035
0.059 0.076 0.219
0.003 -0.039 -0.047
-0.089 0.163 -0.010
-0.011 0.127 -0.066
-0.190 -0.034 0.058
-0.042 -0.147 -0.021
2.289 -4.670 6.222
-0.056 0.076 0.037
-0.223 0.247 0.153
-0.715 -0.541 0.217
-2.018 -2.405 -0.560
2.969 3.082 0.489
0.102 0.020 -0.046
0.032 -0.035 -0.102
-0.039 -0.041 0.080
0.114 -0.015 -0.121
0.043 -0.144 -0.043
-0.180 -0.111 -0.093
-0.097 -0.131 0.023
-1.231 0.524 0.733
0.060 0.931 0.000
-0.363 -0.606 -1.781
1.386 0.394 0.228
0.180 -1.881 0.945
-0.042 0.295 -0.258
-0.278 -0.053 0.176
0.632 -0.260 0.163
-0.411 0.222 -0.442
0.059 -0.103 0.166
0.013 -0.169 -0.065
0.033 0.101 0.169
0.007 -0.096 -0.501
-1.900 -2.428 -0.517
0.751 2.044 -0.371
0.529 -0.533 1.053
0.154 0.110 0.200
0.186 0.097 0.027
-0.059 0.139 0.059
-0.041 -0.156 0.086
-0.380 0.276 0.100
0.092 -0.030 -0.287
0.069 0.025 0.054
-0.069 0.054 -0.038
0.082 -0.010 0.105
0.022 0.111 -0.172
0.068 -0.144 0.129
0.165 -0.173 -0.032
-0.900 -4.160 0.559
4.531 1.458 -1.666
-0.274 -0.177 0.068
-0.194 -0.027 0.119
0.123 -0.187 -0.297
0.383 0.212 0.234
-0.031 0.268 -0.156

These are the Mulliken partial charges, in e, on atoms 1 to 6:
1. C -1.506
2. C 0.887
3. C -1.140
4. N -0.447
5. C -0.120
6. C 0.932